# 1
The following is a quantum chemistry calculation of C11H19N3O3S in the gas phase, from the Open Molecules 2025 dataset.

Each line ends with the natural charge from an NBO analysis.
Cartesian coordinates (Å):
C: 1.72621 3.07562 3.76058  -0.507
H: 2.17088 2.93483 2.66912  0.170
H: 2.37951 3.44913 4.36484  0.198
C: 1.55979 1.61757 4.27788  -0.403
H: 1.31687 1.70643 5.19238  0.194
C: 0.61655 0.94287 3.48085  -0.229
N: 1.14763 0.72654 2.21531  -0.643
C: 1.41650 -0.85734 1.80213  0.717
O: 1.09303 -1.81501 2.45930  -0.558
C: 2.03618 -0.85737 0.35942  -0.330
N: 1.20105 -0.33634 -0.47739  -0.534
C: 0.69182 -1.05773 -1.49121  0.729
O: 0.70532 -2.14135 -1.85506  -0.552
C: -0.11140 0.03673 -2.49192  -0.104
N: 0.58049 1.22225 -2.02558  -0.631
C: 1.16784 1.26024 -0.81745  0.849
O: 1.71936 2.09800 -0.29414  -0.541
H: 0.19984 2.31580 -2.32111  0.410
C: -1.63448 -0.15335 -2.50803  -0.451
C: -2.16034 -1.24690 -2.99892  -0.523
H: -1.69343 -1.46164 -4.10113  0.221
H: -1.78006 -2.06715 -2.32870  0.229
S: -3.99173 -1.37780 -2.90072  0.274
C: -4.25083 -2.98781 -3.26862  -0.766
H: -3.65808 -3.59488 -4.29128  0.180
H: -3.71099 -3.76379 -2.66938  0.224
H: -5.13143 -3.17945 -3.49645  0.206
H: -2.06004 0.69990 -2.98025  0.209
H: -1.91309 0.21378 -1.39705  0.205
H: 0.26035 -0.02599 -3.60851  0.201
H: 2.98416 -0.48958 0.53730  0.225
H: 2.25634 -1.98787 0.15757  0.243
H: 1.41372 1.24413 1.62394  0.339
H: 0.41618 -0.04196 3.90715  0.217
H: -0.29305 1.46635 3.31974  0.176
H: 2.35212 0.97945 4.51876  0.205
H: 0.97721 3.45369 3.67663  0.149

Computed properties:
SMILES string = CCCNC(=O)CN1C(=O)N[C@H](CCSC)C1=O
E_tot = -1218.35636 Ha
Total charge = 0
Kohn-Sham gap = 0.331 Eh
LUMO = 0.41 eV
Relative energy (zero: lowest compared OMol25 entry of this formula, charge and spin) = 12.500 eV


# 2
The following is a quantum chemistry calculation of a molecular structure, C11H19N3OS, from the Open Molecules 2025 dataset.

Each line ends with the natural charge from an NBO analysis.
Cartesian coordinates (Å):
C: 4.39200 0.84706 1.82536  -0.600
C: 4.43806 -0.47162 1.18577  -0.400
C: 3.10118 -1.18867 0.92038  -0.370
C: 2.29661 -0.45041 0.00516  -0.526
C: 1.09283 -1.07787 -0.29107  -0.294
C: 0.18829 -1.57980 0.97226  -0.555
C: -0.12841 -0.39931 1.84135  0.747
O: 0.44165 0.04775 2.61234  -0.478
N: -0.94347 0.61423 1.01793  -0.693
C: -1.87439 0.49584 -0.00794  0.100
N: -1.80415 -0.67003 -0.98243  -0.251
N: -2.63049 -0.35156 -1.91429  -0.194
C: -3.44782 0.94503 -1.70375  -0.185
C: -4.50039 1.07759 -2.79424  -0.431
C: -5.79257 1.38654 -2.09902  -0.572
H: -6.58870 1.48139 -2.65786  0.197
H: -5.89088 2.09138 -1.12252  0.217
H: -6.14098 0.28927 -1.51458  0.177
H: -4.26260 2.12126 -3.33450  0.194
H: -4.53141 0.27855 -3.49250  0.257
S: -2.89122 1.82423 -0.43546  0.532
H: -1.08748 1.20362 1.67158  0.369
H: 0.66380 -2.39055 1.48682  0.234
H: -0.75103 -2.19087 0.55984  0.269
H: 1.51499 -2.18446 -1.01606  0.159
H: 0.45883 -0.76714 -1.15955  0.259
H: 2.88321 -0.24002 -0.75960  0.224
H: 2.05425 0.41855 0.22233  0.213
H: 2.72688 -1.25890 2.13832  0.185
H: 3.31416 -2.25035 0.82061  0.228
H: 5.21145 -1.13908 1.80174  0.202
H: 5.16672 -0.36963 0.24201  0.187
H: 3.84873 0.86590 2.68094  0.202
H: 5.45985 1.38764 2.12785  0.200
H: 4.01246 1.60444 1.15280  0.197

Computed properties:
E_tot = -1067.86324 Ha
Total charge = 0
Kohn-Sham gap = 0.287 Eh
LUMO = 0.26 eV
Relative energy (zero: lowest compared OMol25 entry of this formula, charge and spin) = 11.098 eV


# 3
The following is a quantum chemistry calculation of a molecular structure, C11H19N5O2S, from the Open Molecules 2025 dataset.

Each line ends with the natural charge from an NBO analysis.
Cartesian coordinates (Å):
C: -5.70253 -0.37745 -1.93892  -0.555
C: -5.92739 -1.10965 -0.72704  -0.466
H: -7.00404 -1.11144 -0.65262  0.218
H: -5.58796 -2.13181 -0.76181  0.232
C: -5.52955 -0.52576 0.35605  -0.448
C: -4.12893 -0.38318 0.56655  0.192
N: -3.39982 -1.40427 0.98826  -0.240
N: -2.03554 -1.01133 0.61267  -0.263
C: -1.79204 0.18830 0.26033  0.157
N: -0.45752 0.64840 0.17172  -0.533
C: 0.65103 0.28928 0.39542  0.546
O: 0.81688 -0.94370 0.63759  -0.615
C: 1.84947 0.91184 -0.06313  0.578
O: 1.57928 2.31044 -0.29659  -0.746
N: 3.02985 0.57203 0.11827  -0.543
H: 3.04525 -0.41778 0.64652  0.449
C: 4.31022 1.10385 -0.00428  -0.197
H: 4.74697 1.47601 0.95683  0.236
C: 5.25976 0.45765 -0.97627  -0.182
N: 5.30441 -0.88686 -0.13686  -0.476
C: 6.31026 -0.89485 0.67964  -0.401
H: 5.99818 -0.02522 1.65586  0.154
H: 7.35126 -0.56886 0.41466  0.171
H: 6.32149 -1.80000 1.45691  0.221
C: 5.58124 -1.83725 -1.43609  -0.299
H: 4.84027 -2.04683 -1.90984  0.152
H: 5.64853 -3.13206 -0.64869  0.120
H: 6.55774 -1.71419 -1.78780  0.190
H: 6.03398 0.81790 -1.00962  0.152
H: 4.68121 0.14042 -1.79251  0.208
H: 4.04304 2.29662 -0.64387  0.210
H: -0.44224 1.63736 -0.25798  0.441
S: -3.14460 1.19189 0.07210  0.287
H: -5.90266 -1.00013 1.38726  0.251
H: -5.98950 0.59977 0.52550  0.204
H: -6.11079 0.83744 -1.97465  0.187
H: -4.65091 -0.31426 -2.34646  0.208
H: -6.18725 -0.88751 -2.60244  0.200

Computed properties:
E_tot = -1252.44184 Ha
Total charge = 0
Kohn-Sham gap = 0.332 Eh
LUMO = 0.04 eV
Relative energy (zero: lowest compared OMol25 entry of this formula, charge and spin) = 16.470 eV


# 4
The following is a quantum chemistry calculation of C11H19P in the gas phase, from the Open Molecules 2025 dataset.

Each line ends with the natural charge from an NBO analysis.
Cartesian coordinates (Å):
C: -1.70873 0.59549 0.05893  -0.187
C: -1.17896 -0.75154 0.20557  0.004
C: -1.05470 1.64393 0.42815  0.227
C: 0.06124 -0.96007 0.79063  -0.074
C: 0.99862 0.06054 1.12802  -0.474
C: -3.21030 0.82921 -0.22983  -0.613
C: -2.12980 -1.75559 -0.34964  -0.653
C: -0.78609 3.07640 0.42287  -0.713
C: 0.42119 -2.32006 1.28933  -0.627
C: 1.90324 0.31644 -1.69118  -0.936
C: 3.63748 0.27862 0.55418  -0.909
P: 1.98446 1.11003 -0.04808  0.766
H: 1.31721 0.15778 2.18430  0.211
H: -3.61528 0.10875 -0.90167  0.215
H: -3.32153 1.80508 -0.54993  0.212
H: -3.73128 0.60364 0.80116  0.208
H: -2.10583 -1.50212 -1.36543  0.225
H: -3.03512 -1.64946 0.26922  0.224
H: -1.65161 -2.71346 -0.32068  0.217
H: -1.61725 3.65259 0.59604  0.228
H: -0.40031 3.47009 -0.61359  0.221
H: -0.02614 3.30840 1.05093  0.235
H: -0.42378 -2.90150 1.51492  0.213
H: 0.93527 -2.06922 2.23314  0.213
H: 1.18306 -2.74295 0.56912  0.214
H: 1.28085 0.71969 -2.41132  0.236
H: 1.95498 -0.76939 -1.54775  0.223
H: 2.85583 0.52132 -2.05023  0.227
H: 4.47581 0.94450 0.92926  0.230
H: 3.99753 -0.14214 -0.41462  0.212
H: 3.33967 -0.49840 1.28981  0.224

Computed properties:
E_tot = -771.65417 Ha
Total charge = 0
Kohn-Sham gap (spin up / spin down) = 0.264 / 0.281 Eh
LUMO (spin up / spin down) = 0.18 / 0.87 eV
Relative energy (zero: lowest compared OMol25 entry of this formula, charge and spin) = 2.952 eV


# 5
The following is a quantum chemistry calculation of a molecular structure, C11H20BCl2NO2Ru, from the Open Molecules 2025 dataset.

Each line ends with the Mulliken spin population.
Cartesian coordinates (Å):
C: 0.37431 -1.10793 -2.01382  0.174
C: 1.25431 -0.00826 -2.26648  0.137
C: 0.46033 1.17386 -2.40693  0.247
C: 2.70761 -0.05866 -2.45984  0.017
C: -0.91165 0.80748 -2.22710  0.031
C: -0.96531 -0.59981 -1.98988  0.240
C: -2.17484 -1.40856 -1.87205  -0.002
C: 0.75013 -2.52439 -1.96302  0.018
C: 0.96182 2.50505 -2.76264  -0.007
C: -2.05435 1.71472 -2.36975  0.022
Ru: 0.22485 0.13765 0.83359  2.380
Cl: 1.28121 1.95621 0.64763  0.193
Cl: 2.10417 -1.15072 0.81210  0.077
O: -1.55353 0.83799 0.59493  0.104
H: 3.09772 -1.06271 -2.25714  -0.003
H: 3.22410 0.65262 -1.79111  0.007
H: 2.97195 0.20664 -3.49653  0.008
H: 1.89186 2.74294 -2.22132  0.015
H: 0.21955 3.27785 -2.52556  0.000
H: 1.17787 2.56749 -3.84052  0.028
H: -1.83711 2.70280 -1.93548  0.001
H: -2.93952 1.30433 -1.86687  -0.001
H: -2.30710 1.86644 -3.43257  -0.005
H: -3.03384 -0.78686 -1.58913  0.001
H: -2.01845 -2.15748 -1.06561  0.012
H: -2.42073 -1.89583 -2.83656  0.031
H: 1.77199 -2.65208 -1.58855  -0.001
H: 0.68891 -2.98292 -2.96712  0.009
H: 0.07856 -3.06970 -1.28991  0.001
H: -1.55352 1.76649 0.93703  0.013
O: -1.06137 -2.12554 0.69080  0.077
H: -1.73186 -1.70093 1.27450  -0.008
B: 0.21968 -0.16885 5.35607  -0.003
C: 0.23471 -0.13851 3.83938  0.052
N: 0.23113 -0.08085 2.66881  0.121
H: -0.79515 0.40393 5.73867  0.008
H: 1.22360 0.39961 5.76747  0.005
H: 0.20776 -1.34380 5.69612  -0.001

Computed properties:
Spin multiplicity = 5
E_tot = -1676.42650 Ha
Total charge = -2
Kohn-Sham gap (spin up / spin down) = 0.197 / 0.217 Eh
⟨S²⟩ = 6.030
LUMO (spin up / spin down) = 5.37 / 4.90 eV
Relative energy (zero: lowest compared OMol25 entry of this formula, charge and spin) = 1.288 eV


# 6
The following is a quantum chemistry calculation of C11H20BrNO4 in the gas phase, from the Open Molecules 2025 dataset.

Each line ends with the natural charge from an NBO analysis.
Cartesian coordinates (Å):
C: -3.83768 -1.69988 -3.59203  -0.627
C: -3.29170 -0.18932 -3.43834  -0.436
C: -1.71988 -0.15366 -3.03583  0.067
Br: -0.76887 -1.79453 -3.70505  -0.028
O: -1.52054 0.09602 -1.62776  -0.550
C: -0.09754 0.05728 -1.36591  0.900
O: 0.32306 -0.90358 -0.71349  -0.552
N: 0.69872 1.12849 -1.94344  -0.648
C: 1.50759 1.87013 -0.92744  -0.229
C: 2.74524 1.03014 -0.32773  -0.414
C: 2.67470 1.17913 1.27588  -0.402
C: 1.42922 0.43007 1.94092  -0.456
C: 1.26548 0.78305 3.48859  -0.078
O: -0.08221 0.50116 3.97298  -0.535
C: -0.49959 -0.80908 3.62377  0.798
C: 0.36863 -2.12917 3.93993  -0.742
O: -1.56566 -0.97689 3.01364  -0.550
H: -3.44680 -2.31093 -2.71940  0.228
H: -3.53110 -2.14452 -4.59136  0.222
H: -4.98464 -1.64120 -3.54569  0.214
H: -3.91502 0.33751 -2.64787  0.234
H: -3.35870 0.35273 -4.43494  0.216
H: -1.25191 0.71241 -3.62280  0.183
H: 0.01635 1.80840 -2.30717  0.376
H: 1.97877 2.75970 -1.48619  0.210
H: 0.89062 2.34011 -0.08455  0.190
H: 3.72973 1.52304 -0.64942  0.210
H: 2.76509 -0.04610 -0.68826  0.242
H: 3.65153 0.77851 1.69791  0.211
H: 2.67579 2.31170 1.48433  0.196
H: 1.59408 -0.69951 1.83596  0.218
H: 0.45187 0.63882 1.37276  0.230
H: 2.04867 0.27185 4.13750  0.180
H: 1.40665 1.91914 3.59729  0.199
H: 1.05362 -1.85726 4.81305  0.220
H: 0.94254 -2.49783 3.03022  0.248
H: -0.34612 -2.97591 4.22994  0.254

Computed properties:
SMILES string = CC[C@H](Br)OC(=O)NCCCCCOC(C)=O
E_tot = -3360.78273 Ha
Total charge = 0
Kohn-Sham gap = 0.391 Eh
LUMO = 0.61 eV
Relative energy (zero: lowest compared OMol25 entry of this formula, charge and spin) = 0.000 eV


Look up the relative energy (zero: lowest compared OMol25 entry of this formula, charge and spin) of the fourth one. 2.952 eV


Among the records above, which one has the highest E_tot? C11H19P


Repeat the fifth record exactly.
The following is a quantum chemistry calculation of a molecular structure, C11H20BCl2NO2Ru, from the Open Molecules 2025 dataset.

Each line ends with the Mulliken spin population.
Cartesian coordinates (Å):
C: 0.37431 -1.10793 -2.01382  0.174
C: 1.25431 -0.00826 -2.26648  0.137
C: 0.46033 1.17386 -2.40693  0.247
C: 2.70761 -0.05866 -2.45984  0.017
C: -0.91165 0.80748 -2.22710  0.031
C: -0.96531 -0.59981 -1.98988  0.240
C: -2.17484 -1.40856 -1.87205  -0.002
C: 0.75013 -2.52439 -1.96302  0.018
C: 0.96182 2.50505 -2.76264  -0.007
C: -2.05435 1.71472 -2.36975  0.022
Ru: 0.22485 0.13765 0.83359  2.380
Cl: 1.28121 1.95621 0.64763  0.193
Cl: 2.10417 -1.15072 0.81210  0.077
O: -1.55353 0.83799 0.59493  0.104
H: 3.09772 -1.06271 -2.25714  -0.003
H: 3.22410 0.65262 -1.79111  0.007
H: 2.97195 0.20664 -3.49653  0.008
H: 1.89186 2.74294 -2.22132  0.015
H: 0.21955 3.27785 -2.52556  0.000
H: 1.17787 2.56749 -3.84052  0.028
H: -1.83711 2.70280 -1.93548  0.001
H: -2.93952 1.30433 -1.86687  -0.001
H: -2.30710 1.86644 -3.43257  -0.005
H: -3.03384 -0.78686 -1.58913  0.001
H: -2.01845 -2.15748 -1.06561  0.012
H: -2.42073 -1.89583 -2.83656  0.031
H: 1.77199 -2.65208 -1.58855  -0.001
H: 0.68891 -2.98292 -2.96712  0.009
H: 0.07856 -3.06970 -1.28991  0.001
H: -1.55352 1.76649 0.93703  0.013
O: -1.06137 -2.12554 0.69080  0.077
H: -1.73186 -1.70093 1.27450  -0.008
B: 0.21968 -0.16885 5.35607  -0.003
C: 0.23471 -0.13851 3.83938  0.052
N: 0.23113 -0.08085 2.66881  0.121
H: -0.79515 0.40393 5.73867  0.008
H: 1.22360 0.39961 5.76747  0.005
H: 0.20776 -1.34380 5.69612  -0.001

Computed properties:
Spin multiplicity = 5
E_tot = -1676.42650 Ha
Total charge = -2
Kohn-Sham gap (spin up / spin down) = 0.197 / 0.217 Eh
⟨S²⟩ = 6.030
LUMO (spin up / spin down) = 5.37 / 4.90 eV
Relative energy (zero: lowest compared OMol25 entry of this formula, charge and spin) = 1.288 eV


Which formula does entry 6 have? C11H20BrNO4